1.
This record from the OMol25 dataset describes a cluster of 3 separate species, C27H52I2N2O4 in total. The level of theory is the ωB97M-V functional and the def2-TZVPD basis.

## Properties
2S+1 = 3
HOMO-LUMO gap (spin up / spin down) = 8.30 / 9.27 eV
LUMO energy (spin up / spin down) = 0.47 / 0.33 eV
charge = 0
highest occupied orbital energy (spin up / spin down) = -7.838 / -8.944 eV
<S²> = 2.01

Last column: Löwdin spin population.
Positions of all 87 atoms, in Å:
C (5.343, -0.300, -1.900)  0.00
C (4.674, 0.260, -3.162)  0.00
C (5.733, 0.864, -4.113)  0.00
C (3.789, -0.795, -3.856)  0.00
C (2.278, -0.626, -3.719)  0.00
I (1.717, -0.635, -1.617)  0.00
C (1.750, 0.624, -4.459)  0.00
C (1.428, 1.910, -3.692)  0.00
C (0.000, 1.930, -3.131)  0.00
I (-1.309, 3.231, -4.215)  0.00
O (1.690, -1.745, -4.413)  0.00
C (1.047, -2.756, -3.764)  0.00
O (-0.061, -3.079, -4.039)  0.00
H (4.678, -0.966, -1.350)  0.00
H (6.260, -0.836, -2.158)  0.00
H (5.619, 0.508, -1.219)  0.00
H (4.034, 1.088, -2.845)  0.00
H (5.753, 1.952, -4.040)  0.00
H (5.531, 0.622, -5.158)  0.00
H (6.736, 0.509, -3.871)  0.00
H (4.059, -1.802, -3.525)  0.00
H (3.957, -0.763, -4.937)  0.00
H (0.852, 0.307, -4.991)  0.00
H (2.500, 0.853, -5.223)  0.00
H (2.132, 2.091, -2.876)  0.00
H (1.557, 2.739, -4.387)  0.00
H (-0.047, 2.294, -2.110)  0.00
H (-0.469, 0.952, -3.173)  0.00
H (1.692, -3.328, -3.081)  0.00
C (3.395, -3.061, 3.175)  0.00
C (3.127, -1.561, 3.017)  0.03
C (3.238, -0.830, 4.360)  0.02
C (2.087, -1.146, 5.312)  0.00
C (0.736, -0.865, 4.656)  0.02
C (0.550, -1.564, 3.303)  0.03
N (1.760, -1.289, 2.456)  0.40
O (1.689, -0.192, 1.806)  0.50
C (0.311, -3.066, 3.482)  0.00
C (-0.663, -0.990, 2.579)  0.00
C (4.154, -1.017, 2.028)  0.00
H (4.469, -3.211, 3.286)  0.00
H (2.923, -3.502, 4.048)  0.00
H (3.067, -3.608, 2.290)  0.00
H (3.256, 0.246, 4.166)  0.00
H (4.198, -1.090, 4.814)  0.00
H (2.141, -2.184, 5.651)  0.00
H (2.184, -0.530, 6.208)  0.00
H (-0.079, -1.178, 5.314)  0.00
H (0.630, 0.213, 4.506)  0.00
H (0.374, -3.583, 2.523)  0.00
H (-0.694, -3.213, 3.879)  0.00
H (0.998, -3.541, 4.175)  0.00
H (-0.608, 0.092, 2.493)  0.00
H (-1.560, -1.251, 3.144)  0.00
H (-0.751, -1.407, 1.575)  0.00
H (4.042, -1.494, 1.053)  0.00
H (5.153, -1.237, 2.410)  0.00
H (4.059, 0.057, 1.895)  0.00
C (-4.716, -0.512, -0.891)  0.00
C (-3.781, 0.587, -0.376)  0.02
C (-3.602, 0.495, 1.143)  0.02
C (-4.849, 0.910, 1.920)  0.00
C (-5.312, 2.308, 1.515)  0.02
C (-5.512, 2.477, 0.002)  0.03
N (-4.288, 1.963, -0.699)  0.39
O (-3.362, 2.835, -0.811)  0.51
C (-6.781, 1.762, -0.471)  0.00
C (-5.662, 3.954, -0.345)  0.00
C (-2.442, 0.410, -1.082)  0.00
H (-4.167, -1.454, -0.908)  0.00
H (-5.594, -0.668, -0.272)  0.00
H (-5.043, -0.295, -1.909)  0.00
H (-2.769, 1.143, 1.432)  0.00
H (-3.312, -0.529, 1.393)  0.00
H (-5.653, 0.183, 1.776)  0.00
H (-4.625, 0.904, 2.989)  0.00
H (-6.254, 2.557, 2.011)  0.00
H (-4.571, 3.040, 1.849)  0.00
H (-6.813, 1.719, -1.560)  0.00
H (-7.648, 2.329, -0.129)  0.00
H (-6.888, 0.754, -0.083)  0.00
H (-4.837, 4.546, 0.040)  0.00
H (-6.592, 4.321, 0.095)  0.00
H (-5.708, 4.096, -1.425)  0.00
H (-2.563, 0.525, -2.160)  0.00
H (-2.063, -0.594, -0.881)  0.00
H (-1.704, 1.130, -0.739)  0.00


2.
This record from the OMol25 dataset describes a cluster of 3 separate species, C27H52NO10P2S in total at a distorted geometry. The level of theory is the ωB97M-V functional and the def2-TZVPD basis.

## Properties
energy relative to the best compared isomer or geometry (same formula, charge and spin) = 0.0 kcal per mole
HOMO-LUMO gap = 7.83 eV
LUMO energy = -3.74 eV
charge = +1
highest occupied orbital energy = -11.577 eV

Last column: Löwdin charge in e.
Positions of all 93 atoms, in Å:
C (0.398, 2.945, 3.084)  0.05
C (-0.642, 2.119, 3.187)  -0.21
C (-0.600, 1.046, 4.266)  -0.31
S (-0.103, -0.624, 3.719)  1.20
C (-1.501, -1.361, 2.778)  -0.30
C (-2.749, -1.609, 3.664)  -0.21
C (-3.823, -0.515, 3.484)  -0.19
C (-4.367, -0.382, 2.039)  -0.14
C (-4.975, 1.043, 1.858)  -0.14
O (-4.705, 1.560, 0.543)  -0.05
C (-3.567, 2.309, 0.503)  -0.53
C (-2.414, 1.818, -0.396)  0.03
O (-3.418, 3.351, 1.097)  0.12
C (1.220, -0.563, 2.515)  -0.40
C (2.376, -1.297, 2.784)  -0.04
C (3.381, -1.274, 1.816)  -0.11
N (3.341, -0.633, 0.658)  0.11
C (2.231, 0.072, 0.455)  -0.11
C (1.139, 0.157, 1.310)  -0.05
H (1.181, 2.894, 3.842)  0.08
H (0.464, 3.613, 2.225)  0.08
H (-1.482, 2.202, 2.493)  0.09
H (0.023, 1.362, 5.113)  0.11
H (-1.621, 0.950, 4.675)  0.09
H (-1.677, -0.722, 1.903)  0.08
H (-1.094, -2.315, 2.412)  0.11
H (-2.419, -1.640, 4.715)  0.11
H (-3.153, -2.595, 3.402)  0.13
H (-3.469, 0.476, 3.812)  0.09
H (-4.670, -0.780, 4.134)  0.13
H (-3.593, -0.495, 1.263)  0.09
H (-5.156, -1.115, 1.823)  0.13
H (-6.054, 0.990, 2.051)  0.14
H (-4.570, 1.766, 2.583)  0.12
H (-2.663, 2.005, -1.450)  0.08
H (-1.486, 2.332, -0.129)  0.08
H (-2.310, 0.731, -0.245)  0.07
H (2.473, -1.873, 3.703)  0.12
H (4.281, -1.862, 2.025)  0.12
H (2.156, 0.611, -0.495)  0.13
H (0.251, 0.738, 1.077)  0.09
O (-7.608, 1.756, -6.485)  -0.22
P (-7.022, 1.448, -5.144)  0.62
O (-8.363, 1.209, -4.226)  -0.21
C (-9.103, -0.001, -4.411)  -0.28
C (-8.331, -1.223, -3.948)  -0.09
O (-6.637, 2.988, -4.717)  -0.26
C (-6.607, 4.059, -5.661)  -0.28
C (-7.936, 4.786, -5.690)  -0.07
O (-6.023, 0.842, -3.969)  -0.21
C (-5.020, 1.601, -3.286)  -0.27
C (-5.593, 2.345, -2.096)  -0.06
H (-9.386, -0.098, -5.463)  0.11
H (-10.018, 0.099, -3.828)  0.12
H (-7.449, -1.393, -4.572)  0.07
H (-8.958, -2.114, -4.001)  0.08
H (-7.983, -1.095, -2.922)  0.08
H (-6.321, 3.705, -6.651)  0.11
H (-5.824, 4.749, -5.335)  0.12
H (-8.772, 4.103, -5.841)  0.08
H (-7.949, 5.536, -6.482)  0.08
H (-8.110, 5.288, -4.736)  0.08
H (-4.496, 2.262, -3.974)  0.12
H (-4.277, 0.882, -2.924)  0.11
H (-6.481, 2.922, -2.343)  0.08
H (-4.847, 3.023, -1.678)  0.08
H (-5.895, 1.644, -1.325)  0.07
O (10.356, -1.463, -0.785)  -0.22
P (9.312, -2.294, -0.109)  0.62
O (8.574, -1.192, 0.865)  -0.21
C (7.715, -0.226, 0.261)  -0.28
C (6.457, -0.854, -0.310)  -0.09
O (10.295, -3.041, 0.975)  -0.26
C (11.718, -3.034, 0.851)  -0.28
C (12.319, -1.890, 1.642)  -0.07
O (8.126, -3.419, 0.144)  -0.22
C (8.327, -4.683, 0.795)  -0.26
C (8.217, -4.560, 2.301)  -0.07
H (8.263, 0.316, -0.516)  0.11
H (7.449, 0.490, 1.039)  0.12
H (6.690, -1.515, -1.149)  0.07
H (5.773, -0.085, -0.667)  0.07
H (5.949, -1.455, 0.443)  0.05
H (12.023, -3.004, -0.194)  0.11
H (12.077, -3.983, 1.257)  0.12
H (11.862, -0.933, 1.391)  0.07
H (13.394, -1.822, 1.466)  0.08
H (12.154, -2.045, 2.711)  0.08
H (9.266, -5.135, 0.485)  0.11
H (7.534, -5.345, 0.441)  0.12
H (8.830, -3.759, 2.708)  0.07
H (8.510, -5.497, 2.778)  0.08
H (7.188, -4.331, 2.588)  0.07


3.
This record from the OMol25 dataset describes a structure of composition C27H53AlBr3ClFNO7S at a distorted geometry. The level of theory is the ωB97M-V functional and the def2-TZVPD basis.

## Properties
HOMO-LUMO gap = 1.82 eV
LUMO energy = -4.29 eV
charge = 0
highest occupied orbital energy = -6.106 eV

Last column: Löwdin charge in e.
Positions of all 95 atoms, in Å:
C (2.964, 2.155, 2.085)  -0.03
C (1.651, 2.199, 1.380)  -0.37
S (1.358, 1.531, -0.383)  1.03
C (-0.315, 2.205, -0.885)  -0.32
C (-1.288, 1.148, -1.672)  -0.23
C (-1.082, -0.427, -1.275)  -0.27
C (-1.735, -0.839, 0.202)  -0.15
O (-2.342, 0.297, 0.914)  -0.25
C (-1.580, 0.677, 2.114)  -0.13
C (2.752, 2.174, -1.476)  -0.33
C (3.525, 0.908, -2.232)  -0.19
C (3.646, -0.302, -1.085)  -0.18
C (2.677, -1.657, -1.171)  -0.06
C (2.731, -2.851, -0.035)  0.03
C (3.833, -2.634, 1.194)  -0.01
C (4.840, -1.301, 1.260)  -0.04
C (4.766, -0.080, 0.119)  -0.04
H (3.379, 1.215, 2.691)  0.10
H (3.669, 3.118, 2.134)  0.10
H (0.743, 2.663, 2.000)  0.10
H (-0.875, 2.620, 0.069)  0.11
H (-0.111, 3.101, -1.646)  0.11
H (-1.056, 1.243, -2.835)  0.05
H (-2.401, 1.529, -1.511)  0.16
H (-1.718, -1.054, -2.068)  0.10
H (0.020, -0.827, -1.376)  -0.03
H (-0.891, -1.401, 0.803)  0.15
H (-2.591, -1.653, 0.029)  0.15
H (-0.491, 0.251, 2.168)  0.10
H (-2.241, 0.434, 3.051)  0.09
H (-1.469, 1.864, 2.077)  0.01
H (2.418, 3.011, -2.229)  0.11
H (3.553, 2.660, -0.751)  0.11
H (4.605, 1.219, -2.594)  0.12
H (2.882, 0.564, -3.161)  0.08
H (1.925, -1.681, -2.092)  -0.11
H (2.014, -3.784, -0.118)  0.07
H (3.898, -3.446, 2.036)  0.10
H (5.645, -1.153, 2.115)  0.09
H (5.481, 0.871, 0.168)  0.09
C (-3.252, 2.628, -6.287)  0.00
C (-2.630, 2.759, -4.925)  -0.52
O (-2.352, 1.783, -4.234)  -0.02
N (-2.376, 4.017, -4.465)  0.01
C (-2.634, 5.270, -5.135)  -0.07
H (-3.399, 1.571, -6.526)  0.09
H (-4.228, 3.120, -6.301)  0.09
H (-2.592, 3.060, -7.043)  0.09
H (-1.955, 4.039, -3.540)  0.14
H (-1.683, 5.801, -5.243)  0.09
H (-3.307, 5.861, -4.507)  0.09
H (-3.084, 5.132, -6.117)  0.08
O (0.219, -8.067, 2.187)  -0.16
C (0.185, -7.424, 1.011)  -0.56
C (0.557, -5.883, 1.240)  -0.63
O (0.506, -5.235, 0.067)  -0.36
H (-0.777, -7.421, 0.468)  -0.02
H (0.873, -7.780, 0.224)  0.19
H (1.527, -5.888, 1.767)  0.09
H (-0.118, -5.528, 2.038)  0.01
Al (0.372, -1.093, -3.355)  1.05
Cl (-1.728, -6.513, 1.406)  0.57
C (-3.590, 3.106, 4.530)  -1.55
Br (-1.904, 3.836, 3.891)  0.50
Br (-4.688, 2.437, 3.071)  0.59
Br (-3.320, 1.761, 5.909)  0.73
H (-4.141, 3.932, 4.992)  -0.02
C (-4.203, -3.123, 4.301)  -0.07
C (-5.651, -3.129, 3.842)  -0.27
O (-6.153, -1.833, 3.526)  -0.15
C (-5.495, -1.134, 2.473)  -0.29
C (-5.559, -1.852, 1.136)  -0.08
H (-4.068, -2.432, 5.139)  0.09
H (-3.899, -4.125, 4.617)  0.08
H (-3.529, -2.805, 3.502)  0.06
H (-6.275, -3.513, 4.656)  0.12
H (-5.796, -3.809, 2.994)  0.10
H (-4.459, -0.915, 2.751)  0.08
H (-6.003, -0.169, 2.378)  0.08
H (-5.009, -2.797, 1.160)  0.07
H (-5.125, -1.231, 0.348)  0.06
H (-6.596, -2.084, 0.873)  0.08
C (8.221, -0.407, -1.633)  -0.09
C (8.555, 0.924, -2.275)  -0.32
O (7.385, 1.722, -2.375)  -0.10
H (7.464, -0.937, -2.219)  0.08
H (9.111, -1.036, -1.553)  0.08
H (7.802, -0.259, -0.632)  0.06
H (8.953, 0.773, -3.283)  0.12
H (9.302, 1.467, -1.687)  0.11
H (7.045, 1.857, -1.474)  0.07
F (-4.996, 0.825, 7.199)  -0.80
O (2.248, 5.561, 0.927)  -0.07
H (1.448, 5.991, 1.265)  0.05
H (2.017, 4.620, 0.905)  -0.02